# C42H66O39S3

A structure of composition C42H66O39S3 in a non-equilibrium geometry (ωB97M-V/def2-TZVPD, the Open Molecules 2025 dataset).

Cartesian coordinates (Å):
C -0.253 -0.061 0.761
C -0.636 1.015 -0.231
O -1.040 0.252 -1.455
S -0.708 -1.321 -1.318
O -0.007 -1.816 -2.506
O -1.884 -2.121 -0.959
O 0.258 -1.190 -0.015
H -1.153 -0.420 1.336
H 0.508 0.216 1.536
H 0.275 1.651 -0.408
H -1.418 1.744 0.077
C 0.626 4.273 -3.839
C -0.048 3.597 -2.642
O -0.890 4.657 -2.123
S -0.187 6.076 -2.287
O 0.680 6.312 -1.180
O -1.196 7.033 -2.557
O 0.719 5.688 -3.483
H -0.058 4.125 -4.657
H 1.626 3.996 -4.083
H 0.677 3.271 -1.833
H -0.652 2.789 -3.032
C 0.385 2.695 5.354
C 0.000 1.196 5.259
O 1.193 0.475 4.883
S 2.227 1.530 4.449
O 1.934 1.950 3.124
O 3.450 1.020 4.856
O 1.783 2.666 5.459
H 0.103 3.157 6.330
H 0.134 3.286 4.534
H -0.721 0.992 4.470
H -0.342 0.841 6.238
C 2.139 -6.127 1.861
C 3.186 -5.453 2.808
C 2.560 -4.746 4.049
O 3.452 -5.182 5.125
C 4.237 -6.182 4.644
O 5.001 -6.804 5.296
O 3.983 -6.461 3.389
H 1.463 -6.804 2.393
H 2.549 -6.598 0.959
H 1.497 -5.412 1.458
H 3.856 -4.842 2.221
H 1.620 -5.229 4.291
H 2.649 -3.671 4.072
C 4.546 -1.802 3.143
C 3.548 -1.230 2.185
C 4.188 -0.398 1.059
O 3.783 -1.125 -0.142
C 3.031 -2.256 0.156
O 2.709 -2.986 -0.732
O 2.782 -2.269 1.485
H 4.225 -2.634 3.736
H 4.948 -0.988 3.807
H 5.437 -2.179 2.566
H 2.743 -0.684 2.646
H 5.238 -0.484 1.186
H 3.807 0.617 0.993
C -1.425 0.924 -7.719
C -2.383 0.747 -6.515
C -2.020 -0.296 -5.468
O -2.441 0.312 -4.246
C -2.537 1.636 -4.469
O -2.736 2.379 -3.551
O -2.427 1.934 -5.733
H -1.518 0.165 -8.464
H -0.432 0.841 -7.345
H -1.527 1.900 -8.164
H -3.425 0.654 -6.859
H -0.963 -0.517 -5.365
H -2.599 -1.214 -5.644
C -0.875 -4.560 -4.018
C 0.138 -5.451 -3.439
C 1.048 -4.682 -2.501
O 0.438 -4.894 -1.178
C -0.436 -5.898 -1.316
O -1.011 -6.429 -0.382
O -0.472 -6.356 -2.553
H -0.348 -3.859 -4.686
H -1.461 -3.939 -3.278
H -1.610 -5.178 -4.571
H 0.547 -6.168 -4.147
H 1.160 -3.665 -2.677
H 2.018 -5.048 -2.412
C -2.182 -6.467 2.798
C -1.592 -5.113 2.449
C -2.502 -4.068 1.874
O -2.593 -3.090 2.941
C -1.758 -3.389 3.990
O -1.793 -2.809 5.037
O -1.008 -4.418 3.674
H -2.923 -6.335 3.570
H -1.433 -7.178 3.133
H -2.615 -6.793 1.897
H -0.724 -5.243 1.868
H -3.495 -4.400 1.646
H -2.070 -3.586 0.998
C -3.345 6.602 3.544
C -3.276 5.284 2.905
C -2.877 5.314 1.356
O -2.025 4.180 1.268
C -1.786 3.668 2.453
O -1.125 2.713 2.734
O -2.150 4.528 3.424
H -3.517 6.563 4.616
H -4.046 7.209 3.031
H -2.352 7.181 3.385
H -4.266 4.825 2.944
H -2.254 6.207 1.076
H -3.736 5.176 0.692
C 3.758 -0.763 -4.441
C 2.562 -0.770 -3.590
C 2.467 0.306 -2.587
O 1.718 1.345 -3.295
C 1.158 0.754 -4.308
O 0.437 1.276 -5.118
O 1.446 -0.536 -4.433
H 3.630 -1.363 -5.307
H 4.698 -1.038 -3.970
H 3.897 0.235 -4.824
H 2.416 -1.780 -3.137
H 3.444 0.578 -2.296
H 1.931 0.075 -1.706
C 3.058 6.296 1.426
C 2.681 4.844 1.841
C 1.178 4.522 1.690
O 1.180 3.277 0.971
C 2.384 2.966 0.556
O 2.659 2.037 -0.171
O 3.304 3.897 0.931
H 2.440 6.895 2.054
H 2.742 6.493 0.448
H 4.094 6.560 1.659
H 3.057 4.481 2.781
H 0.696 5.278 1.096
H 0.784 4.307 2.678
C -5.674 1.346 -1.980
C -5.759 0.662 -0.520
C -4.550 -0.072 -0.068
O -3.879 0.984 0.603
C -4.797 1.836 1.077
O -4.608 2.760 1.853
O -5.980 1.599 0.588
H -4.745 1.658 -2.310
H -6.319 2.258 -2.055
H -6.014 0.591 -2.706
H -6.659 -0.007 -0.436
H -3.890 -0.387 -0.904
H -4.767 -0.944 0.597

LUMO level, eV: 0.32
Kohn-Sham gap, hartree: 0.3963
Charge: 0